No. 1
Entry from the Open Molecules 2025 dataset: a cluster of 2 separate species, C3H10NOS in total at a distorted geometry (ωB97M-V/def2-TZVPD).

Properties
HOMO energy: -2.8 eV
gap between HOMO and LUMO: 6.26 eV
LUMO level: 3.46 eV
total charge: -1

Element x y z (Å)
1 C 1.618 -0.361 1.267
2 S 2.684 -1.339 0.195
3 C 1.809 -0.843 -1.342
4 H 1.834 -0.752 2.264
5 H 0.560 -0.463 0.915
6 H 1.914 0.729 1.132
7 H 1.653 -1.763 -1.967
8 H 0.845 -0.427 -1.049
9 H 2.486 -0.102 -1.681
10 N -2.874 0.214 -0.233
11 C -1.670 1.074 -0.107
12 O -0.489 0.773 -0.399
13 H -3.636 0.641 0.355
14 H -2.727 -0.690 0.287
15 H -2.103 1.918 -0.726
16 H -1.903 1.391 1.088

---

No. 2
Entry from the Open Molecules 2025 dataset: the molecule C6H9N (ωB97M-V/def2-TZVPD).

Properties
HOMO energy: -8.3 eV
gap between HOMO and LUMO: 9.34 eV
LUMO level: 1.04 eV
total charge: 0

Element x y z (Å)
1 C 2.892 0.537 2.244
2 C 1.923 0.057 1.273
3 C 1.117 -0.140 0.404
4 C 0.160 -0.061 -0.638
5 C -1.106 0.319 -0.442
6 C -2.053 0.176 -1.582
7 N -2.361 -1.261 -1.529
8 H 2.708 1.604 2.416
9 H 3.905 0.425 1.849
10 H 2.816 0.013 3.198
11 H 0.518 -0.161 -1.662
12 H -1.532 0.425 0.556
13 H -1.565 0.411 -2.538
14 H -2.962 0.787 -1.520
15 H -1.466 -1.685 -1.274
16 H -2.994 -1.446 -0.755

---

No. 3
Entry from the Open Molecules 2025 dataset: a cluster of 2 separate species, C3H10O2 in total (ωB97M-V/def2-TZVPD).

Properties
HOMO energy: -10.1 eV
gap between HOMO and LUMO: 10.80 eV
LUMO level: 0.74 eV
total charge: 0

Element x y z (Å)
1 C -1.267 1.583 1.221
2 C -1.097 0.941 -0.135
3 O -1.918 1.566 -1.123
4 H -2.148 1.195 1.725
5 H -0.479 1.221 1.856
6 H -1.256 2.665 1.149
7 H -1.284 -0.131 -0.114
8 H -0.038 0.980 -0.442
9 H -2.043 0.904 -1.809
10 C 2.198 -1.885 -0.621
11 O 0.834 -1.856 -0.196
12 H 2.430 -1.037 -1.277
13 H 2.866 -1.806 0.236
14 H 2.379 -2.799 -1.182
15 H 0.823 -1.542 0.710

---

No. 4
Entry from the Open Molecules 2025 dataset: a cluster of 15 separate species, C60H144F18N9O21 in total at a distorted geometry (ωB97M-V/def2-TZVPD).

Properties
HOMO energy: -11.7 eV
gap between HOMO and LUMO: 7.15 eV
LUMO level: -4.52 eV
total charge: +3

Element x y z (Å)
1 C -2.723 -6.936 2.708
2 C -2.567 -6.827 1.208
3 C -2.413 -5.391 0.754
4 O -2.153 -5.319 -0.674
5 C -3.199 -5.003 -1.544
6 N -1.295 -7.491 0.769
7 H -1.028 -7.008 -0.143
8 H 0.143 -7.344 1.389
9 H -1.391 -8.480 0.599
10 H -2.897 -8.015 2.913
11 H -3.532 -6.330 3.140
12 H -1.826 -6.606 3.207
13 H -3.444 -7.293 0.703
14 H -1.597 -4.905 1.291
15 H -3.402 -5.021 1.017
16 H -3.599 -4.027 -1.292
17 H -4.012 -5.781 -1.419
18 H -2.780 -4.828 -2.538
19 C -2.150 8.095 -1.800
20 C -3.351 7.693 -0.916
21 C -2.890 6.960 0.384
22 O -3.986 7.081 1.351
23 C -3.656 6.297 2.550
24 N -4.021 8.945 -0.482
25 H -4.348 9.550 -1.255
26 H -4.767 8.753 0.218
27 H -3.353 9.578 0.002
28 H -1.381 7.277 -1.670
29 H -1.738 9.025 -1.412
30 H -2.432 8.257 -2.864
31 H -4.188 7.130 -1.477
32 H -2.033 7.515 0.728
33 H -2.719 5.955 0.065
34 H -2.667 6.419 2.934
35 H -3.799 5.218 2.275
36 H -4.416 6.605 3.251
37 C 2.255 -4.859 5.962
38 C 2.549 -4.876 4.392
39 C 4.012 -4.776 4.024
40 O 4.700 -5.916 4.398
41 C 5.823 -6.129 3.507
42 N 2.168 -6.298 3.977
43 H 1.323 -6.697 4.325
44 H 2.151 -6.448 2.984
45 H 2.971 -6.950 4.232
46 H 1.232 -4.836 6.210
47 H 2.622 -3.906 6.353
48 H 2.725 -5.717 6.537
49 H 1.945 -4.138 3.923
50 H 4.422 -3.962 4.539
51 H 4.106 -4.534 2.965
52 H 6.242 -7.093 3.845
53 H 6.587 -5.371 3.557
54 H 5.472 -6.110 2.424
55 C -6.185 -2.357 2.922
56 C -5.468 -1.074 3.287
57 C -6.290 0.132 3.161
58 O -5.494 1.316 3.122
59 C -5.591 2.107 4.268
60 N -4.858 -1.194 4.619
61 H -5.660 -1.338 5.287
62 H -2.513 -1.854 4.746
63 H -4.502 -0.227 4.792
64 H -6.250 -2.383 1.802
65 H -7.154 -2.512 3.318
66 H -5.606 -3.221 3.164
67 H -4.698 -1.006 2.481
68 H -6.899 0.113 4.058
69 H -6.878 0.203 2.227
70 H -6.092 3.066 4.029
71 H -4.566 2.452 4.588
72 H -6.111 1.655 5.079
73 C 2.953 1.296 7.222
74 C 2.445 2.743 6.998
75 C 3.454 3.863 7.401
76 O 2.745 5.112 7.393
77 C 3.633 6.177 7.819
78 N 1.969 2.997 5.604
79 H 1.208 3.741 5.657
80 H 2.593 3.284 4.905
81 H 1.466 2.197 5.206
82 H 2.266 0.536 6.931
83 H 3.124 1.144 8.311
84 H 3.900 1.112 6.703
85 H 1.606 2.936 7.666
86 H 4.250 3.861 6.575
87 H 4.037 3.566 8.299
88 H 4.334 5.792 8.550
89 H 3.099 6.978 8.285
90 H 4.197 6.630 6.992
91 C 8.240 -0.322 0.415
92 C 7.243 -0.201 -0.668
93 C 7.834 0.344 -1.962
94 O 6.822 0.594 -2.920
95 C 7.407 1.081 -4.109
96 N 6.497 -1.433 -0.934
97 H 6.004 -1.339 -1.830
98 H 7.098 -2.248 -0.991
99 H 5.256 -1.339 0.647
100 H 9.149 -0.823 0.092
101 H 7.735 -0.896 1.213
102 H 8.625 0.627 0.722
103 H 6.523 0.565 -0.292
104 H 8.670 -0.287 -2.312
105 H 8.289 1.310 -1.688
106 H 7.961 2.013 -3.998
107 H 6.602 1.264 -4.804
108 H 8.117 0.345 -4.482
109 C 4.202 2.373 -0.211
110 C 4.191 2.766 -1.696
111 C 5.413 3.389 -2.353
112 O 5.159 3.308 -3.710
113 C 6.052 4.056 -4.494
114 N 3.917 1.500 -2.513
115 H 3.496 0.849 -1.830
116 H 3.287 1.718 -3.227
117 H 4.850 1.192 -2.903
118 H 4.988 1.581 -0.110
119 H 3.274 2.077 0.111
120 H 4.518 3.215 0.397
121 H 3.372 3.379 -2.049
122 H 6.336 2.752 -2.094
123 H 5.564 4.451 -2.074
124 H 5.578 5.027 -4.734
125 H 6.295 3.508 -5.434
126 H 6.933 4.403 -3.964
127 C -8.488 -1.531 -5.342
128 C -7.537 -0.384 -5.577
129 C -8.312 0.972 -5.557
130 O -7.537 1.963 -6.276
131 C -8.354 3.084 -6.404
132 N -6.405 -0.425 -4.632
133 H -4.974 0.550 -4.335
134 H -6.797 -0.737 -3.747
135 H -5.877 -1.217 -5.080
136 H -9.199 -1.273 -4.569
137 H -7.894 -2.393 -4.974
138 H -9.025 -1.927 -6.250
139 H -7.111 -0.368 -6.585
140 H -8.622 1.371 -4.558
141 H -9.217 0.743 -6.206
142 H -8.356 3.586 -5.439
143 H -9.359 2.760 -6.687
144 H -7.905 3.726 -7.190
145 C 1.417 -2.686 -5.903
146 C 0.827 -1.549 -6.742
147 C -0.570 -1.063 -6.269
148 O -1.052 0.049 -6.998
149 C -1.644 -0.305 -8.293
150 N 1.632 -0.286 -6.710
151 H 2.626 -0.428 -6.920
152 H 1.088 0.303 -7.343
153 H 1.714 0.943 -5.176
154 H 2.404 -2.440 -5.502
155 H 1.399 -3.658 -6.276
156 H 0.815 -2.781 -5.054
157 H 0.701 -1.938 -7.771
158 H -0.507 -0.697 -5.222
159 H -1.272 -1.926 -6.314
160 H -0.840 -0.727 -8.974
161 H -1.929 0.599 -8.793
162 H -2.500 -0.972 -8.175
163 C 0.130 4.937 0.790
164 O 0.876 3.747 0.442
165 O -1.118 4.971 1.058
166 C 0.945 5.176 1.976
167 F 0.680 6.375 2.588
168 F 0.788 4.164 2.879
169 F 2.257 5.204 1.702
170 C 0.042 2.970 -0.457
171 C 0.821 1.630 -0.671
172 H 0.475 1.032 -1.545
173 H 1.786 2.030 -1.078
174 H 0.965 1.054 0.266
175 H -0.104 3.459 -1.428
176 H -0.897 2.853 0.036
177 H 0.456 5.769 0.016
178 C -0.947 -1.032 5.456
179 O -1.309 -0.980 6.809
180 O -1.546 -2.040 4.749
181 C -1.188 0.376 4.804
182 F -0.268 1.297 5.273
183 F -0.999 0.273 3.498
184 F -2.452 0.806 4.989
185 C -2.664 -1.013 7.252
186 C -2.776 -1.841 8.504
187 H -3.197 -2.805 8.374
188 H -1.713 -1.900 8.794
189 H -3.355 -1.325 9.280
190 H -3.287 -1.418 6.445
191 H -3.032 0.019 7.464
192 H 0.167 -1.185 5.338
193 C -4.334 0.430 -2.593
194 O -4.195 1.260 -1.590
195 O -4.227 0.882 -3.853
196 C -3.226 -0.744 -2.412
197 F -3.610 -1.571 -1.408
198 F -3.138 -1.665 -3.386
199 F -1.917 -0.448 -2.142
200 C -5.257 1.448 -0.654
201 C -4.973 2.595 0.270
202 H -5.650 2.416 1.100
203 H -3.962 2.554 0.708
204 H -5.114 3.522 -0.253
205 H -5.358 0.520 -0.099
206 H -6.244 1.605 -1.107
207 H -5.259 -0.293 -2.545
208 C 1.174 2.817 -5.070
209 O -0.040 2.457 -5.662
210 O 1.845 1.688 -4.572
211 C 2.040 3.446 -6.163
212 F 1.970 4.786 -6.084
213 F 3.409 3.192 -6.018
214 F 1.780 2.959 -7.333
215 C -1.183 2.226 -4.783
216 C -2.301 3.083 -5.299
217 H -3.129 2.830 -4.621
218 H -2.193 4.195 -5.375
219 H -2.601 2.735 -6.252
220 H -0.890 2.523 -3.773
221 H -1.388 1.145 -4.690
222 H 1.119 3.514 -4.248
223 C 3.318 -1.198 1.146
224 O 2.636 -0.856 -0.055
225 O 4.600 -0.801 1.144
226 C 2.664 -0.522 2.368
227 F 3.399 -0.884 3.461
228 F 2.664 0.832 2.189
229 F 1.459 -0.915 2.663
230 C 2.668 -1.771 -1.084
231 C 2.095 -1.253 -2.387
232 H 1.764 -2.045 -3.120
233 H 1.117 -0.710 -2.186
234 H 2.735 -0.618 -2.958
235 H 2.117 -2.645 -0.801
236 H 3.655 -2.181 -1.241
237 H 3.110 -2.241 1.285
238 C 1.946 -6.861 0.662
239 O 3.271 -7.049 0.973
240 O 1.132 -7.313 1.658
241 C 1.958 -5.290 0.440
242 F 0.718 -4.808 0.077
243 F 2.245 -4.758 1.628
244 F 2.782 -4.886 -0.494
245 C 3.875 -8.164 0.159
246 C 5.176 -7.572 -0.433
247 H 5.623 -8.263 -1.121
248 H 4.854 -6.677 -1.074
249 H 5.828 -7.302 0.456
250 H 3.105 -8.453 -0.581
251 H 4.104 -8.960 0.849
252 H 1.705 -7.257 -0.279

---

No. 5
Entry from the Open Molecules 2025 dataset: the molecule C21H27N5O4S at a distorted geometry (ωB97M-V/def2-TZVPD).

Properties
HOMO energy: -8.1 eV
gap between HOMO and LUMO: 8.71 eV
LUMO level: 0.61 eV
total charge: 0

Element x y z (Å)
1 C -3.262 -3.113 -2.423
2 N -3.771 -1.984 -1.676
3 C -3.742 -0.710 -2.358
4 C -3.977 -2.140 -0.354
5 O -3.896 -3.214 0.209
6 C -4.394 -0.897 0.432
7 S -3.426 -0.816 1.972
8 C -1.881 -0.707 1.235
9 N -1.606 -0.806 -0.030
10 N -0.280 -0.589 -0.149
11 C 0.184 -0.371 1.037
12 C 1.548 0.105 1.371
13 C 1.485 1.658 1.502
14 C 0.789 2.230 0.314
15 C 1.321 2.459 -0.922
16 N 0.336 2.809 -1.804
17 C -0.866 2.788 -1.159
18 C -2.150 3.018 -1.634
19 C -3.193 2.905 -0.739
20 C -2.965 2.592 0.604
21 C -1.693 2.368 1.082
22 C -0.621 2.443 0.192
23 N 2.450 -0.298 0.325
24 C 3.777 -0.470 0.548
25 O 4.288 -0.395 1.639
26 O 4.393 -0.733 -0.615
27 C 5.814 -1.015 -0.644
28 C 6.605 0.195 -0.146
29 C 6.109 -1.278 -2.121
30 C 6.126 -2.255 0.193
31 O -0.785 -0.444 1.978
32 H -2.224 -2.937 -2.712
33 H -3.310 -3.993 -1.785
34 H -3.868 -3.277 -3.316
35 H -3.593 -0.895 -3.419
36 H -4.687 -0.177 -2.237
37 H -2.918 -0.091 -1.991
38 H -4.241 0.041 -0.091
39 H -5.431 -1.001 0.751
40 H 1.901 -0.321 2.315
41 H 0.948 1.911 2.417
42 H 2.510 2.022 1.580
43 H 2.346 2.400 -1.236
44 H 0.474 3.017 -2.778
45 H -2.325 3.272 -2.669
46 H -4.206 3.069 -1.077
47 H -3.806 2.528 1.279
48 H -1.533 2.139 2.125
49 H 2.089 -0.330 -0.615
50 H 6.346 1.077 -0.728
51 H 6.379 0.384 0.900
52 H 7.669 0.004 -0.249
53 H 5.514 -2.115 -2.476
54 H 7.162 -1.507 -2.255
55 H 5.859 -0.401 -2.713
56 H 5.523 -3.095 -0.146
57 H 7.177 -2.511 0.091
58 H 5.908 -2.066 1.240